# C26H50NOP3Sc

C26H50NOP3Sc as an isolated structure at a distorted geometry (ωB97M-V with the def2-TZVPD basis set, the Open Molecules 2025 dataset).

spin multiplicity	1
energy above the lowest of the compared OMol25 structures with the same formula, charge and spin	18.7	kcal per mole
total charge	+3

The geometry in XYZ format:
```
82
Properties=species:S:1:pos:R:3:forces:R:3:lowdin_charge:R:1
Sc -0.8727 0.0840 0.1516 0.4 0.0 0.0 0.549
P -1.1324 -0.7063 2.7638 -0.2 -0.3 0.6 0.769
P -1.2692 -2.2071 -1.0028 0.1 0.2 0.3 0.789
P -2.7784 1.9105 0.7753 -1.0 0.6 0.5 0.801
H 3.5543 2.3818 -0.9285 -0.4 0.2 -0.1 0.088
C 2.6280 2.8807 -1.2732 0.6 0.8 1.3 -0.039
C 2.2799 3.9395 -0.2943 -0.2 -2.1 -0.9 0.355
H 2.6344 3.8648 0.7422 0.0 0.2 -0.3 0.121
C 0.0446 -1.8826 3.5097 0.3 -0.2 -0.2 -0.235
C -2.6867 -1.5964 3.0875 -0.1 0.1 0.2 -0.245
C -1.0965 0.5575 4.0852 -0.1 0.3 0.1 -0.237
C -1.0159 -3.0772 -2.5849 0.3 0.0 -0.5 -0.213
C -0.6918 -3.3846 0.2481 -0.1 -0.9 -0.2 -0.252
C -3.0876 -2.0978 -0.8887 -0.2 -0.2 0.0 -0.222
C -1.9615 3.3353 1.5955 0.1 0.1 0.3 -0.253
C -4.1419 1.4483 1.9207 0.0 0.1 0.1 -0.257
C -3.7632 2.8126 -0.4980 0.2 -0.3 -0.6 -0.221
H 2.7583 3.2963 -2.2836 -0.5 -0.2 0.1 0.126
H 1.5927 4.7495 -0.5375 0.2 0.1 -0.1 0.123
H 0.9252 -1.3535 3.8868 -0.2 -0.1 -0.1 0.044
H 0.3827 -2.6265 2.7840 -0.1 0.0 0.2 0.033
H -0.4763 -2.3817 4.3378 0.3 0.1 -0.2 0.070
H -2.7792 -2.4592 2.4169 -0.1 0.1 0.3 0.034
H -3.5466 -0.9352 2.9433 0.1 -0.3 0.1 0.027
H -2.6405 -1.9349 4.1305 -0.3 0.0 -0.3 0.069
H -0.2834 1.2746 3.9049 -0.2 -0.2 0.1 0.039
H -0.9088 0.0416 5.0394 -0.2 0.3 -0.2 0.072
H -2.0457 1.1043 4.1429 0.3 -0.1 0.1 0.036
H -2.0150 -3.3891 -2.9570 0.8 0.0 0.1 0.071
H -0.3725 -3.9577 -2.3948 -0.4 0.4 -0.2 0.063
H -0.5327 -2.4437 -3.3505 -0.3 -0.5 0.4 0.027
H -0.8570 -4.3799 -0.1756 0.1 -0.2 0.5 0.064
H -1.2490 -3.2869 1.1850 0.2 -0.1 -0.2 0.025
H 0.3865 -3.2530 0.4441 -0.5 0.0 -0.1 0.031
H -3.4579 -2.8984 -1.5383 -0.4 0.2 0.3 0.059
H -3.4768 -1.1282 -1.2477 0.3 -0.4 0.0 0.060
H -3.4229 -2.2559 0.1411 -0.1 0.0 -0.2 0.043
H -2.6273 4.2083 1.5043 0.4 -0.2 0.2 0.060
H -0.9932 3.5585 1.1115 -0.4 0.0 0.2 0.027
H -1.7896 3.1125 2.6584 0.1 0.1 -0.3 0.040
H -4.9250 2.2235 1.8678 0.3 -0.4 0.2 0.070
H -3.7837 1.3569 2.9549 -0.2 0.0 -0.3 0.029
H -4.5655 0.4833 1.5956 0.0 0.4 0.1 0.049
H -3.8229 3.8837 -0.2566 0.1 -0.4 0.0 0.063
H -4.7882 2.4199 -0.5381 0.3 0.0 -0.1 0.065
H -3.2889 2.6953 -1.4827 -0.3 0.1 0.3 0.019
C -1.0794 1.2506 -2.7771 -0.2 0.3 -0.5 -0.362
C -0.8160 0.3871 -3.8507 -0.3 -0.2 0.3 -0.038
C -1.1782 0.7611 -5.1397 0.1 0.5 -0.4 -0.057
C -1.6123 2.0761 -5.3877 0.2 -0.3 0.2 -0.061
C -1.5841 3.0117 -4.3428 0.3 0.2 -0.6 -0.066
C -1.2770 2.6191 -3.0430 -0.2 -0.6 0.2 -0.064
O -1.2338 0.7415 -1.5227 1.3 1.2 -1.1 -0.336
H 1.8692 2.0070 -1.2841 0.2 1.1 0.2 0.147
H -0.3559 -0.5817 -3.6383 -0.6 0.2 -0.1 0.075
H -1.1190 0.0369 -5.9663 0.1 0.4 0.5 0.124
H -1.8904 2.3696 -6.4039 0.1 0.0 0.5 0.120
H -1.7771 4.0687 -4.5635 0.0 -0.5 0.1 0.122
H -1.2334 3.3341 -2.2176 -0.3 -0.2 -0.2 0.104
C 4.6734 -0.4464 -0.9213 0.3 0.1 0.0 0.022
N 3.9826 -1.7470 -1.1589 -0.7 -0.1 -0.4 -0.163
C 4.7757 -2.8767 -0.5838 0.4 -0.2 -0.2 0.018
C 2.4668 -1.7609 -0.8012 0.2 -0.5 -0.5 -0.068
C 2.2282 -1.1640 0.5437 -0.4 -0.4 1.2 -0.299
C 2.9838 -1.6608 1.6243 0.3 0.1 -0.5 -0.065
C 3.2695 -0.8251 2.6950 -0.2 -0.3 0.4 -0.068
C 2.6493 0.4159 2.7589 0.2 0.9 -0.2 -0.081
C 1.6833 0.7772 1.7991 0.5 -0.5 1.0 -0.188
C 1.3298 -0.1067 0.7731 0.8 1.3 -1.7 -0.223
H 4.7806 -0.2556 0.1523 -0.2 -0.1 -0.3 0.113
H 4.1249 0.3567 -1.4163 0.0 -0.2 0.1 0.085
H 5.6628 -0.5354 -1.3812 -0.1 0.1 0.2 0.122
H 3.9985 -1.8830 -2.1816 0.0 -0.1 0.5 0.188
H 5.0043 -2.6892 0.4689 -0.1 0.0 -0.4 0.100
H 4.2209 -3.8075 -0.7244 0.1 0.2 0.1 0.119
H 5.7107 -2.9193 -1.1513 -0.1 -0.1 0.2 0.122
H 1.9961 -1.2107 -1.6259 -0.1 0.0 0.4 0.133
H 2.1607 -2.8106 -0.8812 0.2 0.1 -0.1 0.125
H 3.3885 -2.6773 1.5833 0.1 0.5 0.1 0.122
H 3.9817 -1.1460 3.4621 -0.4 0.1 -0.2 0.134
H 2.9392 1.1184 3.5432 -0.1 -0.2 -0.2 0.122
H 1.2360 1.7850 1.8648 -0.2 -0.6 0.3 0.088
```
Forces are in eV/Å.

=====

# C20H23FN4O4

A 2-piece molecular cluster, C20H23FN4O4 overall at a distorted geometry (ωB97M-V with the def2-TZVPD basis set, the Open Molecules 2025 dataset).

SMILES string	O=C1C[C@@H](c2c[nH]c3ccc(F)cc23)C(=O)N1.CNC(=O)[C@@H]1CCCN1C(C)=O
spin multiplicity	1
energy above the lowest of the compared OMol25 structures with the same formula, charge and spin	0.0	kcal per mole

The geometry in XYZ format:
```
52
Properties=species:S:1:pos:R:3:forces:R:3:nbo_charge:R:1
O 3.0993 3.9545 2.8815 -0.4 -0.1 -0.5 -0.571
C 1.9074 3.9648 2.6418 3.5 -0.6 -0.2 0.680
C 1.2264 3.2635 1.4808 -0.6 0.3 0.3 -0.502
C -0.2042 3.1014 2.0205 0.4 -0.2 -0.1 -0.326
C -0.5797 1.6964 2.4592 -0.2 -0.1 0.1 -0.124
C -1.9033 1.3391 2.5660 1.2 -0.8 0.0 0.029
N -1.9707 -0.0022 2.9070 -0.8 0.2 0.1 -0.532
C -0.6966 -0.5225 3.0303 -0.6 -0.2 0.0 0.197
C -0.2993 -1.8299 3.3112 0.6 -0.1 0.0 -0.232
C 1.0663 -2.1289 3.3397 -0.4 0.0 0.0 -0.282
C 2.0122 -1.1236 3.1078 -1.3 1.1 -0.2 0.374
F 3.3305 -1.4249 3.1221 -0.3 0.1 0.0 -0.324
C 1.5931 0.1894 2.8489 0.8 -0.5 0.0 -0.283
C 0.2229 0.4982 2.7799 0.0 0.9 -0.2 -0.100
C -0.2074 4.0673 3.2056 -3.2 0.7 1.4 0.688
O -1.1715 4.3729 3.8865 0.5 -0.6 -0.7 -0.569
N 1.0238 4.5800 3.4685 -0.1 -0.7 -0.4 -0.630
H 1.2393 3.9181 0.6057 0.1 0.0 0.1 0.244
H 1.7049 2.3232 1.2108 0.1 0.2 0.2 0.248
H -0.9257 3.4473 1.2746 -0.1 0.0 0.3 0.246
H -2.7544 1.9899 2.3825 0.1 -0.5 0.1 0.229
H -2.8257 -0.5574 2.9286 0.6 0.4 -0.1 0.425
H -1.0400 -2.6049 3.4830 0.1 0.1 0.0 0.223
H 1.4019 -3.1421 3.5365 0.0 0.1 0.0 0.231
H 2.3574 0.9423 2.7012 0.0 0.0 0.0 0.228
H 1.2854 4.8057 4.4189 0.0 0.3 -0.2 0.436
C 0.3769 -3.2212 -5.7037 0.0 0.0 0.5 -0.412
N 0.1401 -2.0363 -4.8810 0.1 0.5 -1.0 -0.610
C -0.0589 -2.0768 -3.5575 -0.2 -1.0 1.3 0.655
O -0.0683 -3.1318 -2.9312 0.0 0.5 -0.3 -0.627
C -0.2459 -0.7233 -2.8490 -0.5 0.0 -0.4 -0.122
C 1.1126 -0.0733 -2.5521 0.1 -0.1 0.3 -0.401
C 1.4127 -0.5261 -1.1235 -0.4 0.0 -0.2 -0.400
C 0.0304 -0.5050 -0.4794 0.3 -0.1 0.6 -0.214
N -0.9104 -0.8200 -1.5421 1.1 -0.1 -0.8 -0.427
C -2.1894 -1.1649 -1.2931 -1.3 -0.1 0.4 0.700
C -3.0993 -1.5216 -2.4563 0.4 0.0 0.1 -0.710
O -2.6680 -1.1715 -0.1616 0.7 0.1 0.0 -0.648
H 0.4375 -2.9475 -6.7577 0.0 0.1 0.2 0.207
H -0.4362 -3.9362 -5.5626 0.1 0.0 0.0 0.215
H 1.3115 -3.6977 -5.4004 -0.1 -0.1 -0.1 0.208
H 0.1509 -1.1362 -5.3333 0.0 -0.1 0.0 0.393
H -0.8162 -0.0648 -3.5039 -0.2 0.0 -0.2 0.205
H 1.8913 -0.3904 -3.2471 -0.1 0.2 -0.1 0.223
H 1.0077 1.0127 -2.5732 0.1 0.0 -0.1 0.208
H 1.7989 -1.5468 -1.1309 0.1 0.1 0.1 0.220
H 2.1045 0.1467 -0.6161 0.1 -0.2 0.0 0.219
H -0.1859 0.4911 -0.0924 -0.1 0.0 0.3 0.192
H -0.0226 -1.2421 0.3231 -0.3 0.2 0.1 0.231
H -3.0984 -0.7192 -3.1897 0.0 0.0 -0.3 0.212
H -4.1107 -1.6635 -2.0783 0.2 0.1 0.1 0.244
H -2.7568 -2.4516 -2.9060 0.0 0.0 -0.2 0.239
```
Forces are in eV/Å.